Entry 1:
{
  "formula": "C20H17ClINO2STc",
  "method": "ωB97M-V/def2-TZVPD",
  "e_lumo_ev": -12.52,
  "largest_force_ev_per_a": 0.8,
  "gap_ev": 4.878,
  "charge": 3,
  "homo_energy_ev": -17.40,
  "species": ["I", "Tc", "Cl", "S", "O", "O", "N", "C", "C", "C", "C", "C", "C", "C", "C", "C", "C", "C", "C", "C", "C", "C", "C", "C", "C", "C", "C", "H", "H", "H", "H", "H", "H", "H", "H", "H", "H", "H", "H", "H", "H", "H", "H", "H"],
  "coordinates": [[3.19734, -3.08258, -0.86981], [-0.38343, -0.09172, 1.21706], [-1.56912, -5.68431, -2.26013], [1.33787, 0.24584, 4.17316], [0.26744, -0.11849, 3.03994], [0.87561, -0.99411, 0.01953], [-1.71607, -1.10695, -0.01988], [0.91323, 4.84680, -0.26043], [1.02441, -0.99956, 5.42701], [0.38614, -2.10042, -0.43837], [-1.69654, -3.26856, -1.08356], [-0.04021, 5.21022, -1.21597], [0.83554, 3.60680, 0.32350], [0.14722, 0.99333, 6.48114], [-3.08908, -3.19447, -1.22673], [-1.05204, -2.19026, -0.49740], [-0.14410, -0.48760, 6.26284], [-0.21507, 2.73569, -0.06186], [-0.85484, -4.34734, -1.55359], [-1.07648, 4.35792, -1.60728], [0.53481, -4.28769, -1.47036], [-0.29951, 1.47822, 0.50463], [1.18371, -3.18290, -0.93657], [-1.17476, 3.11454, -1.03421], [-3.04730, -1.03793, -0.17701], [-3.75669, -2.06598, -0.78433], [0.54558, 1.58187, 5.11933], [1.70328, 5.53274, 0.01122], [-0.70907, 1.53788, 6.87399], [-1.96575, 2.43278, -1.31773], [1.56416, 3.29234, 1.05927], [-0.20237, -1.03967, 7.19940], [1.96241, -1.03226, 5.99167], [-3.63571, -4.00400, -1.69467], [1.24921, 2.41164, 5.15524], [-1.08534, -0.63647, 5.73131], [0.02777, 6.19020, -1.67292], [0.90517, -1.94828, 4.90493], [-3.54397, -0.16009, 0.21438], [0.96714, 1.12167, 7.18801], [-0.31219, 1.86530, 4.50708], [-4.82904, -1.97660, -0.89028], [1.10894, -5.12190, -1.85172], [-1.79197, 4.67622, -2.35218]],
  "forces_ev_per_angstrom": [[0.262, 0.048, 0.028], [0.290, -0.152, -0.453], [0.013, -0.086, -0.022], [-0.090, 0.036, -0.342], [0.027, 0.026, 0.311], [-0.362, -0.191, -0.030], [0.279, 0.258, 0.258], [-0.096, -0.082, -0.049], [0.059, -0.041, -0.002], [-0.260, 0.617, 0.411], [-0.237, -0.303, -0.170], [0.014, 0.205, -0.093], [-0.015, 0.068, -0.040], [0.043, 0.080, -0.061], [0.233, -0.192, -0.082], [0.242, 0.294, 0.243], [0.063, -0.042, -0.043], [0.054, -0.078, 0.111], [-0.166, 0.022, -0.074], [0.078, -0.007, 0.079], [-0.006, 0.072, 0.041], [-0.033, -0.402, 0.001], [-0.053, -0.222, -0.203], [0.006, 0.092, 0.002], [-0.156, -0.274, -0.185], [-0.018, 0.320, 0.152], [-0.045, -0.052, -0.033], [-0.014, 0.013, -0.018], [-0.024, -0.013, 0.015], [0.027, -0.011, 0.025], [-0.029, -0.028, -0.011], [-0.001, 0.018, 0.013], [-0.046, -0.022, 0.044], [0.007, 0.004, 0.018], [-0.023, 0.018, 0.058], [-0.008, 0.017, -0.004], [0.000, -0.012, 0.005], [-0.041, -0.035, 0.079], [0.020, 0.020, -0.005], [-0.001, -0.018, 0.014], [-0.022, 0.027, 0.023], [0.006, -0.011, -0.010], [0.009, 0.003, 0.006], [0.013, 0.020, -0.004]],
  "mulliken_charge": [0.38, 0.86, -0.06, 0.39, -0.82, -0.59, -0.20, -0.76, -0.71, 1.06, -0.05, -0.28, -0.34, -0.63, -0.41, 0.61, -0.51, 1.06, 0.61, -0.73, -0.60, 0.36, -0.49, -0.34, -0.39, -0.87, -0.52, 0.45, 0.34, 0.42, 0.44, 0.38, 0.45, 0.49, 0.45, 0.25, 0.43, 0.41, 0.51, 0.33, 0.28, 0.45, 0.46, 0.44]
}

Entry 2:
{
  "formula": "C32H51AsCrN6O3S3Si3",
  "method": "ωB97M-V/def2-TZVPD",
  "multiplicity": 2,
  "e_lumo_ev": [-2.89, -2.43],
  "largest_force_ev_per_a": 0.6,
  "gap_ev": [7.261, 7.710],
  "charge": 1,
  "homo_energy_ev": [-10.16, -10.14],
  "species": ["As", "Cr", "S", "S", "S", "Si", "Si", "Si", "O", "O", "O", "N", "N", "N", "N", "N", "N", "C", "C", "C", "C", "C", "C", "C", "C", "C", "C", "C", "C", "C", "C", "C", "C", "C", "C", "C", "C", "C", "C", "C", "C", "C", "C", "C", "C", "C", "C", "C", "C", "H", "H", "H", "H", "H", "H", "H", "H", "H", "H", "H", "H", "H", "H", "H", "H", "H", "H", "H", "H", "H", "H", "H", "H", "H", "H", "H", "H", "H", "H", "H", "H", "H", "H", "H", "H", "H", "H", "H", "H", "H", "H", "H", "H", "H", "H", "H", "H", "H", "H", "H"],
  "coordinates": [[0.39598, 0.28605, -1.81738], [-0.35517, -0.49550, 0.50396], [-1.43827, -1.13500, 2.74311], [-3.75961, -1.61780, -0.53376], [-4.82428, 1.04432, 0.22847], [-0.91411, 1.95005, -2.90967], [0.48864, -1.60398, -3.26718], [2.59565, 1.17786, -1.83043], [-0.03254, 1.22895, 1.21147], [-3.05069, 4.19202, 1.13647], [-0.76405, -2.15980, -0.10215], [2.95447, -2.62800, 1.86318], [-2.24205, 0.41850, 0.26610], [0.36965, -0.38813, 4.62721], [-2.20321, 1.73987, 0.71483], [0.40681, -2.51430, 4.13176], [1.45680, -1.20694, 1.16182], [-5.43070, -1.21676, -1.10844], [2.68663, 2.50313, -0.51519], [3.03278, 1.96357, -3.46713], [3.79714, -0.22010, -1.48616], [-0.17619, -1.33048, 3.86355], [-0.19172, 2.28712, -4.61220], [0.87028, -3.60732, 0.91347], [1.26800, -2.43561, 5.30762], [0.71338, 5.06101, 2.62307], [1.73445, -2.49505, 1.28762], [2.50828, -0.50268, 1.70411], [-2.66198, 1.30291, -3.07053], [-1.53596, 5.71533, 2.05741], [-0.75570, -5.75704, 0.19025], [0.44668, -5.99399, 0.85502], [1.46852, -0.91893, 5.42859], [-0.34431, -3.37542, 0.24383], [-1.81564, 4.42404, 1.60635], [-1.03039, 2.07418, 1.16774], [1.67830, -2.83238, -2.50975], [-6.04160, -0.25437, -0.11191], [-1.23087, -2.31256, -3.40160], [-0.80993, 3.44158, 1.65749], [-1.14082, -4.46887, -0.11227], [-3.43245, 0.00503, 0.02148], [3.45202, -1.37557, 2.13739], [-0.29078, 6.02744, 2.55782], [0.11311, 1.03282, 4.55244], [-0.87408, 3.51473, -1.88054], [1.24303, -4.92528, 1.20517], [1.10012, -1.17620, -4.98021], [0.44473, 3.78733, 2.17358], [4.09324, -0.70062, -2.42082], [2.17569, -5.12702, 1.71929], [-0.09474, 7.03406, 2.90388], [2.23991, 3.43387, -0.86957], [0.56945, 1.57240, -4.91518], [2.42263, -0.59116, 5.00533], [1.40172, -0.56423, 6.45600], [-1.39062, -6.58680, -0.09101], [-3.23250, 1.50947, -2.16480], [0.98211, 1.55180, 4.14346], [4.07030, 2.30665, -3.41034], [2.41038, 2.83221, -3.68257], [-0.83376, 4.38726, -2.53664], [1.20926, 3.02415, 2.20647], [-5.37071, -0.77372, -2.10217], [3.42820, -3.49729, 2.03244], [-2.32474, 6.45332, 2.00318], [0.40070, -0.54275, -5.52509], [2.51050, 0.57234, 1.72434], [2.07751, -0.69187, -4.97137], [-0.09835, 1.42159, 5.54861], [-3.15984, 1.81195, -3.89976], [3.38690, -0.98497, -0.82770], [-2.06889, -4.26679, -0.63005], [4.70138, 0.17995, -1.02017], [1.44256, -3.83534, -2.87579], [0.76964, -2.85001, 6.18606], [-0.01262, 3.56315, -1.21313], [2.20456, -2.96774, 5.15235], [0.26057, 3.27991, -4.64191], [-1.70855, -2.39369, -2.42655], [4.41975, -1.22459, 2.58108], [3.73336, 2.71150, -0.27725], [0.75498, -7.00255, 1.09172], [-2.69608, 0.22877, -3.26194], [-5.98946, -2.15015, -1.16327], [2.95873, 1.27287, -4.30710], [2.70544, -2.60450, -2.79644], [2.16348, 2.22215, 0.39668], [1.68942, 5.30976, 3.01621], [-6.29534, -0.75619, 0.82075], [-0.74118, 1.20225, 3.90404], [-1.77054, 3.59901, -1.26496], [-0.03814, -3.36048, 3.81573], [-6.93139, 0.22830, -0.51389], [-3.11143, 3.24079, 0.89883], [-0.98721, 2.26716, -5.36058], [1.62468, -2.85482, -1.42329], [-1.17127, -3.31056, -3.84509], [-1.86065, -1.70029, -4.05000], [1.20267, -2.10831, -5.54394]],
  "forces_ev_per_angstrom": [[0.051, 0.026, -0.141], [-0.270, -0.228, 0.498], [0.013, 0.011, -0.140], [0.013, -0.004, 0.000], [0.002, 0.011, -0.006], [0.026, -0.002, -0.009], [-0.012, 0.047, 0.005], [-0.029, 0.002, -0.025], [0.053, 0.146, 0.043], [0.004, 0.008, 0.017], [0.073, -0.048, -0.153], [0.020, 0.004, -0.015], [0.096, 0.071, -0.031], [-0.036, 0.006, -0.019], [-0.041, -0.042, -0.003], [0.003, 0.002, -0.031], [-0.102, 0.033, 0.078], [-0.014, -0.001, 0.003], [0.010, 0.001, 0.016], [0.038, 0.008, -0.003], [0.010, -0.014, -0.014], [0.070, -0.009, 0.027], [-0.001, -0.003, -0.017], [0.006, -0.002, 0.038], [0.023, 0.001, -0.002], [-0.003, -0.003, 0.004], [0.027, 0.000, -0.051], [0.013, 0.004, -0.023], [-0.015, -0.013, -0.005], [-0.002, 0.003, 0.000], [0.016, 0.000, 0.008], [-0.015, 0.003, -0.010], [0.004, -0.008, 0.020], [-0.035, 0.026, 0.032], [-0.009, -0.002, 0.011], [0.068, -0.026, -0.012], [0.007, -0.005, 0.003], [-0.005, -0.004, 0.003], [-0.012, -0.014, -0.011], [-0.005, -0.011, 0.006], [-0.009, 0.001, -0.001], [0.008, -0.021, 0.001], [-0.023, -0.016, 0.012], [0.003, 0.002, 0.000], [0.024, 0.016, -0.011], [-0.021, 0.017, -0.006], [0.000, 0.000, 0.012], [0.012, 0.000, -0.014], [-0.009, 0.010, -0.002], [-0.008, -0.011, 0.000], [-0.001, 0.003, 0.005], [0.000, 0.000, -0.001], [-0.003, 0.006, -0.009], [0.001, -0.020, -0.014], [0.000, -0.014, -0.015], [0.007, 0.005, -0.005], [0.000, -0.001, 0.000], [-0.003, -0.006, 0.007], [-0.011, 0.009, -0.009], [0.000, 0.001, -0.008], [0.004, -0.002, 0.009], [-0.009, -0.001, -0.006], [0.006, -0.004, 0.006], [0.003, 0.001, -0.001], [0.003, -0.001, -0.009], [-0.001, 0.000, 0.001], [-0.003, 0.017, -0.010], [-0.011, 0.008, 0.008], [-0.004, 0.002, -0.004], [0.001, -0.007, 0.002], [-0.007, 0.004, 0.004], [0.001, 0.003, 0.004], [-0.002, -0.003, 0.000], [0.006, 0.005, -0.014], [0.001, 0.000, -0.003], [-0.014, 0.006, -0.004], [0.020, 0.009, -0.005], [0.000, 0.005, 0.005], [-0.002, 0.002, -0.001], [-0.008, 0.000, 0.011], [-0.001, 0.003, 0.003], [-0.005, 0.004, 0.013], [0.000, -0.001, 0.000], [-0.003, 0.020, -0.002], [0.001, 0.000, -0.001], [0.002, 0.004, 0.000], [0.008, 0.001, -0.001], [-0.008, -0.013, 0.003], [0.002, -0.001, 0.000], [-0.001, -0.001, -0.001], [-0.012, 0.001, -0.008], [0.009, -0.003, 0.006], [0.001, 0.001, -0.006], [0.000, -0.001, 0.000], [0.004, 0.002, -0.026], [-0.002, 0.000, 0.001], [0.011, -0.002, -0.008], [-0.001, 0.003, -0.006], [0.001, -0.010, 0.002], [0.004, -0.003, 0.006]],
  "mulliken_charge": [0.73, -0.20, -0.47, 0.09, -0.07, 0.66, 0.52, 0.31, 0.17, -0.69, -0.40, 0.16, 0.97, 0.21, -0.10, 0.10, 1.51, -0.66, -0.90, -1.10, -0.81, 0.05, -1.29, 0.18, -0.67, -1.88, -0.08, -0.42, -0.77, -0.91, -0.77, -1.03, -0.59, 0.42, 0.48, 0.39, -0.83, -0.60, -0.87, 0.52, -0.37, -0.78, -1.39, -0.40, -0.71, -0.80, -0.87, -1.21, -0.19, 0.39, 0.41, 0.42, 0.38, 0.20, 0.30, 0.45, 0.44, 0.12, 0.36, 0.39, 0.27, 0.60, 0.59, 0.26, 0.20, 0.48, 0.32, -0.05, 0.28, 0.36, 0.55, -0.04, 0.39, 0.43, 0.48, 0.41, -0.05, 0.29, 0.42, -0.06, 0.52, 0.62, 0.45, 0.00, 0.45, 0.26, 0.40, -0.30, 0.46, 0.31, -0.01, 0.20, 0.32, 0.45, 0.55, 0.41, 0.05, 0.50, 0.34, 0.39]
}

Entry 3:
{
  "formula": "C7H18BrO2PSi",
  "method": "ωB97M-V/def2-TZVPD",
  "e_lumo_ev": 0.56,
  "largest_force_ev_per_a": 4.0,
  "gap_ev": 9.941,
  "homo_energy_ev": -9.39,
  "species": ["Br", "P", "Si", "O", "O", "C", "C", "C", "C", "C", "C", "C", "H", "H", "H", "H", "H", "H", "H", "H", "H", "H", "H", "H", "H", "H", "H", "H", "H", "H"],
  "coordinates": [[-3.92555, -1.19622, -0.87293], [-2.76250, -1.10327, 1.04607], [-1.16144, 1.39405, -0.04903], [-2.03979, 0.37952, 0.94988], [-4.07949, -0.73356, 1.90502], [2.66586, -1.69939, -1.48847], [3.27673, -1.31689, 0.96641], [2.23111, -1.73362, -0.08915], [-2.20261, 3.03514, 0.39510], [0.65652, 1.37948, 0.34873], [1.02103, -2.05977, 0.37447], [-1.46193, 1.06309, -1.81511], [-2.55419, 3.58332, -0.49991], [-1.67352, 0.03153, -1.92388], [0.74607, -2.10100, 1.43637], [-2.35458, 1.60811, -2.09478], [-3.77705, -1.08135, 2.74721], [-3.08044, 2.50090, 0.79145], [0.21178, -2.46330, -0.38363], [1.09235, 1.70597, -0.60519], [3.58344, -2.33329, -1.56846], [2.04769, -2.01335, -2.25337], [3.80637, -0.39621, 0.79077], [1.02944, 1.94070, 1.19641], [-1.79732, 3.72777, 1.15134], [2.82117, -1.20916, 2.03205], [4.08038, -2.07913, 0.96821], [3.13516, -0.70572, -1.83161], [1.06238, 0.43089, 0.65162], [-0.59704, 1.44476, -2.27557]],
  "forces_ev_per_angstrom": [[0.046, -0.105, -0.302], [1.015, 1.517, -1.020], [-1.183, 2.219, 1.563], [-0.587, -2.192, 0.148], [0.328, -0.072, 0.430], [3.819, 1.244, -0.049], [-0.589, -0.822, 1.174], [-0.397, 0.912, 2.269], [0.603, -1.061, -0.471], [-0.081, 0.108, 0.042], [-1.529, -1.425, -2.097], [-0.935, 0.306, 1.074], [0.423, -0.137, 0.418], [0.284, -1.066, -0.713], [0.268, 0.145, -0.533], [-0.083, 0.156, -0.276], [-0.697, 0.053, 0.966], [0.096, 0.524, 0.112], [1.559, 0.959, 1.628], [0.464, -0.008, 0.421], [-0.553, 0.087, 0.068], [-1.834, -0.682, -1.182], [-0.068, 0.606, -0.510], [-0.339, 1.019, -0.092], [-0.174, -0.336, -0.346], [0.724, -0.475, -1.901], [-0.396, 0.174, 0.288], [-1.011, -0.975, 0.812], [-0.153, -0.827, -0.650], [0.980, 0.156, -1.273]],
  "mulliken_charge": [-0.28, 0.14, 0.52, 0.07, -0.43, -1.48, -1.21, 1.08, -1.08, -0.66, -0.92, -1.13, 0.32, 0.34, 0.31, 0.27, 0.35, 0.26, 0.19, 0.23, 0.34, 0.44, 0.34, 0.41, 0.32, 0.25, 0.39, 0.26, -0.04, 0.40]
}

Entry 4:
{
  "formula": "C2H5NS",
  "method": "ωB97M-V/def2-TZVPD",
  "e_lumo_ev": 0.72,
  "largest_force_ev_per_a": 2.3,
  "gap_ev": 9.175,
  "homo_energy_ev": -8.46,
  "species": ["S", "N", "C", "C", "H", "H", "H", "H", "H"],
  "coordinates": [[-2.41739, -0.33513, 0.14795], [-1.15639, 0.88806, 0.35926], [2.06930, -0.99282, -0.24361], [1.61979, 0.06955, 0.09483], [2.35578, -1.96627, -0.53584], [-1.52268, -1.45322, -0.02596], [-0.49897, 0.89961, -0.48223], [1.29887, 1.12081, 0.25580], [-1.74831, 1.76939, 0.42980]],
  "forces_ev_per_angstrom": [[1.765, -1.430, -0.524], [-0.483, 0.823, -0.781], [-0.618, 0.596, 0.261], [0.254, 1.290, -0.279], [0.214, -0.275, -0.019], [-1.267, 1.628, 0.442], [-1.869, 0.294, 1.210], [0.596, -1.693, 0.118], [1.407, -1.231, -0.428]],
  "mulliken_charge": [-0.16, -0.53, -0.26, -0.50, 0.39, 0.14, 0.29, 0.38, 0.26]
}